C4H13NO2 | ωB97M-V with the def2-TZVPD basis set

```
20
Properties=species:S:1:pos:R:3:mulliken_charge:R:1
C 0.3229 -2.2808 0.4663 -0.43
C 0.8648 -1.8929 -0.7632 -0.31
N 1.7804 -0.5131 -0.2297 -0.25
C 0.8063 0.5571 -0.1316 -0.24
C 0.3517 0.8256 1.2893 -1.19
H 0.9226 -2.9253 1.0986 0.30
H -0.7570 -2.3163 0.5688 0.32
H 0.3019 -1.4013 -1.5458 0.34
H 1.8568 -0.9044 0.7199 0.33
H 1.1508 1.4552 -0.6699 0.37
H -0.1519 0.3398 -0.6144 0.20
H -0.2198 1.7413 1.4236 0.39
H -0.3374 0.0098 1.5899 0.32
H 1.1316 0.7520 2.0580 0.36
H -1.8833 1.6608 -0.4794 0.42
H -3.3946 1.3434 0.1704 0.23
O -2.4725 1.4947 0.3403 -0.67
H 1.6584 -2.5030 -1.1951 0.25
H -0.9856 2.4838 -2.4890 0.15
O -0.9461 2.0736 -1.6071 -0.90
```

Summary:
**Spin multiplicity**: 1
**Total charge**: 0
**LUMO**: -3.60 eV
**HOMO energy**: -0.27256 Eh
**Strongest force on any atom**: 3.14 eV/A
**Frontier orbital gap**: 0.1404 Eh